Entry from OMol25: C47H46ClHfN4O4SeSi as an isolated structure (the ωB97M-V functional and the def2-TZVPD basis).

The charge is +1. The value obtained for the gap between HOMO and LUMO is 0.216 Eh. As for the lowest unoccupied orbital energy: -0.1406 Eh. The relative energy (zero: lowest compared OMol25 entry of this formula, charge and spin) is 0.0 kcal/mol. The calculation puts the highest occupied orbital energy at -9.701 eV.

Atoms and positions in Å:
Hf 0.3441 0.8111 -0.1574
Se 0.0568 0.9796 -2.8787
Cl 1.1690 8.1091 -1.6778
Si -1.1433 0.7365 2.8888
O 2.1379 1.9943 -0.5155
O 3.9998 -6.0637 1.6212
O 4.0829 -4.5861 3.1846
O -0.4216 2.6540 -0.2973
N -2.1195 0.4774 0.2043
N 0.3440 -1.5899 -0.7979
N 3.7604 -4.9730 2.0799
N 2.2320 -0.4827 0.6910
C -4.8477 -0.3988 -0.6532
C -1.0062 4.8920 -0.7319
C 0.4364 1.2903 2.1000
C 1.1214 0.1515 -4.2572
C 0.4572 -0.5448 -5.2751
C -1.0217 -1.0952 3.2984
C 1.2063 -1.0814 -6.3150
C 2.0432 -4.6267 0.4478
C 4.1240 -1.9891 2.0955
C 4.1777 -0.6189 2.0679
C 1.6799 5.5140 -1.1657
C -1.1647 2.3910 6.6813
C 3.2115 0.0941 1.3682
C 0.3239 -3.0848 3.6743
C 3.2512 1.0725 -3.2393
C -3.2436 3.0337 5.6631
C -0.4490 -2.1238 -1.7170
C -1.6639 1.6793 4.4174
C 2.5101 0.3111 -4.3000
C 3.0997 -2.6372 1.3841
C 3.3641 -1.5348 -7.5278
C 0.2415 -4.3509 -1.2347
C 2.3101 3.2056 -0.7463
C -2.4220 1.1069 1.5340
C 1.1485 -3.8141 -0.3089
C 2.9423 -4.0602 1.2663
C -0.8135 1.7112 5.5253
C 2.5882 -0.9472 -6.3786
C -2.3838 3.0545 6.7515
C -2.0636 -3.1978 3.9222
C -4.4122 1.0617 -0.7036
C 3.2181 -0.2454 -5.3622
C -0.6192 6.1708 -1.0567
C -2.8844 2.3513 4.5080
C -0.5348 -3.4927 -1.9653
C -0.0562 3.8717 -0.6166
C 2.1921 -1.8321 0.6796
C -2.9020 1.1722 -0.8753
C 1.3012 4.1965 -0.8385
C 0.2174 -1.7369 3.3489
C 1.1795 -2.4278 -0.1447
C -2.1575 -1.8494 3.6087
C -0.8202 -3.8202 3.9510
C 0.7291 6.4868 -1.2747
C -2.5730 -0.9499 0.2226
C -1.0400 -0.7058 -5.2866
C -4.0714 -1.1496 0.4240
H 0.6898 -1.6153 -7.1069
H 1.3004 -3.5528 3.7371
H -2.5792 2.2082 -0.9038
H 2.8482 2.0870 -3.1689
H -2.3424 -1.3642 -0.7520
H 3.2274 1.1744 1.3674
H -3.5742 2.3520 3.6701
H 1.9972 -5.7049 0.3693
H -4.7354 1.5886 0.1983
H 3.1820 -2.6070 -7.6169
H 4.9570 -0.0822 2.5902
H 3.3425 3.5327 -0.9125
H 4.3128 1.1332 -3.4793
H -1.0237 -1.4163 -2.2999
H -5.9227 -0.4819 -0.4931
H -2.6072 0.7164 -1.8258
H -2.3575 2.1918 1.3983
H 3.0689 -1.0752 -8.4726
H 0.1406 1.1927 5.4882
H -1.3598 6.9546 -1.1484
H -1.3890 -1.3139 -4.4481
H -1.9979 -1.4911 0.9717
H 0.4004 2.3868 2.1497
H -3.1351 -1.3757 3.6106
H -2.0488 4.6565 -0.5641
H -0.7446 -4.8686 4.2103
H 4.4352 -1.3832 -7.4005
H -2.6613 3.5844 7.6533
H -4.6346 -0.8633 -1.6230
H -4.1950 3.5477 5.7133
H 4.2950 -0.1160 -5.3950
H -3.4499 0.9002 1.8302
H -4.2699 -2.2220 0.3573
H -1.2138 -3.8505 -2.7265
H -4.3897 -0.8490 1.4239
H -0.4916 2.4028 7.5289
H 1.1221 -1.1716 3.1604
H 2.7246 5.7470 -1.3336
H -4.8873 1.5745 -1.5417
H -1.5401 0.2600 -5.2074
H 0.1908 -5.4225 -1.3827
H -2.9563 -3.7626 4.1596
H 1.2764 0.9708 2.7197
H 4.8555 -2.5583 2.6489
H 3.1380 0.6098 -2.2586
H -1.3644 -1.1935 -6.2057

Forces on atoms 1 to 6 (eV/Å):
0.162 -0.466 -0.078
0.054 0.519 -0.075
0.000 0.009 -0.004
0.127 0.100 -0.074
0.005 0.083 0.380
0.098 -0.099 -0.088

Entry from OMol25: a 7-piece molecular cluster, C47H46F6N8O16SSi overall at a distorted geometry (the ωB97M-V functional and the def2-TZVPD basis).

The charge is 0. The value obtained for the gap between HOMO and LUMO is 0.322 Eh. As for the lowest unoccupied orbital energy: -0.0362 Eh. As for the SMILES: [H]/N=C(\C)C[Si@]([C@H](C)F)(N(C(C)=O)C(C)=O)S(=O)(=O)C(F)(F)C(F)(F)F.O=[N+]([O-])c1ccccc1.O=[N+]([O-])c1ccccc1.O=[N+]([O-])c1ccccc1.O=[N+]([O-])c1ccccc1.O=[N+]([O-])c1ccccc1.O=[N+]([O-])c1ccccc1. The calculation puts the highest occupied orbital energy at -9.740 eV.

Atoms and positions in Å:
S -3.3006 -5.3845 1.8455
Si -2.4508 -3.4144 1.2595
F -3.5770 -4.2889 5.1134
F -3.4988 -6.2891 5.7487
F -3.0195 -0.8162 2.0531
F -1.6284 -5.4661 3.9018
F -5.0474 -5.7142 4.4434
F -2.7121 -7.2377 3.5792
O -2.6610 -6.3291 0.9527
O 6.2378 3.2677 1.2605
O 4.5389 5.0244 -2.5159
O -3.8303 -0.8293 -7.0677
O -4.7278 -5.4151 1.6198
O 4.4094 3.8456 -4.3163
O -1.8451 -4.4045 -3.3658
O -4.1337 -2.0562 -5.3182
O -0.4170 -3.0460 -4.2388
O -2.4524 3.9231 6.3430
O -3.3893 4.7049 4.5655
O 6.0365 1.5672 2.5692
O 0.4659 -5.4059 1.7003
O 3.4561 4.7586 7.5407
O 3.7421 3.8657 9.4819
O 0.5937 -1.8947 0.6462
N -4.4948 -1.2150 -6.1257
N 5.0246 4.5264 -3.5165
N -1.3870 -3.7756 -4.3082
N 3.8831 3.8823 8.2749
N 5.7226 2.2141 1.5810
N -0.7339 -3.4990 1.6664
N -2.4401 4.5801 5.3186
N -1.9968 -0.9514 -0.6395
C -3.6771 -1.4997 -2.3069
C 5.5406 1.7476 5.7009
C -1.5453 -3.2477 -6.7042
C -3.3171 -2.1372 2.3916
C 3.3077 1.8563 -1.2391
C -3.7914 -5.5180 4.7090
C 1.1040 5.7517 5.4243
C -6.6064 -1.0292 -4.8719
C -1.1905 5.2681 4.9626
C -1.1469 6.0414 3.8148
C 2.6794 0.6635 -0.9024
C 1.1628 6.5244 4.2717
C -5.8298 -0.6298 -5.9466
C -0.0006 -4.5900 1.0110
C 6.0340 0.7159 6.4890
C 3.0380 -0.0144 0.2556
C -7.8734 -0.4897 -4.7167
C 4.3003 2.3714 -0.4209
C -3.1729 -4.7221 -5.7053
C -0.0306 -2.2452 1.5775
C -3.2871 -4.2091 -8.0488
C 7.1847 5.5172 -2.8726
C 9.1150 5.2513 -4.2790
C -2.1667 -3.3990 -7.9320
C -2.0535 -3.9144 -5.6043
C -2.8201 -5.9292 3.5630
C -3.7920 -4.8677 -6.9348
C 8.5250 5.7585 -3.1289
C 6.4502 4.7667 -3.7750
C 0.0378 6.6724 3.4705
C -8.3505 0.4383 -5.6329
C -4.8442 -2.3095 2.4402
C 4.8274 2.7828 6.2842
C 8.3682 4.4941 -5.1721
C -0.0791 5.1204 5.7755
C 4.6560 1.6815 0.7258
C -2.7752 -1.8243 -1.0947
C 4.0325 0.4943 1.0763
C 7.0283 4.2465 -4.9207
C 0.2271 -4.6940 -0.4865
C -2.8743 -3.2401 -0.5561
C -7.5585 0.8353 -6.7024
C 5.8112 0.7142 7.8605
C 4.6200 2.7741 7.6536
C -0.0832 -1.3751 2.8324
C -6.2896 0.3018 -6.8620
C 5.1008 1.7482 8.4495
H -5.6765 0.6137 -7.6956
H 0.8982 -1.4644 3.3197
H -0.8036 -1.7629 3.5574
H -0.6726 -2.6161 -6.6188
H -5.0671 -3.1447 3.1151
H -2.9986 -1.3498 -3.1565
H -2.9280 -2.2863 3.4123
H 4.9317 1.7445 9.5170
H -0.0928 -3.8244 -1.0646
H -9.3436 0.8529 -5.5137
H 3.0259 2.3846 -2.1412
H 8.8308 4.0987 -6.0666
H 5.7141 1.7462 4.6334
H 10.1606 5.4476 -4.4805
H 4.4446 3.5837 5.6675
H 4.3105 -0.0376 1.9753
H 4.7840 3.3002 -0.6883
H -4.3017 -2.3528 -2.5933
H -0.3910 -5.5397 -0.8299
H 6.7287 5.9160 -1.9775
H 9.1097 6.3454 -2.4332
H -2.1470 -0.1064 -1.1959
H 1.9067 0.2587 -1.5446
H -5.2585 -2.6214 1.4713
H -0.1206 4.5200 6.6733
H 1.2565 -4.9896 -0.6931
H 2.5430 -0.9401 0.5138
H -2.3124 -3.8964 -1.2303
H -5.3695 -1.4047 2.7535
H -6.2401 -1.7535 -4.1581
H -8.4913 -0.7952 -3.8828
H 6.5956 -0.0896 6.0323
H 1.9811 5.6388 6.0473
H 0.0859 7.2773 2.5745
H -4.6669 -5.4978 -7.0272
H -7.9321 1.5596 -7.4139
H -4.2797 -0.6028 -2.1394
H -1.7756 -2.8862 -8.8004
H 6.4506 3.6566 -5.6180
H -3.7682 -4.3298 -9.0118
H -3.5669 -5.2391 -4.8417
H -0.2509 -0.3265 2.5868
H -2.0191 6.1564 3.1872
H 6.1946 -0.0926 8.4713
H -3.9299 -3.5432 -0.6638
H 2.0896 7.0122 3.9963

Forces on atoms 1 to 6 (eV/Å):
-0.621 -1.304 -2.478
0.832 1.439 0.384
-0.041 1.471 -0.346
0.372 -0.681 0.670
0.134 -0.075 -0.139
0.774 0.981 -0.236

Entry from OMol25: C47H46I2N5O3PRe as an isolated structure at a distorted geometry (the ωB97M-V functional and the def2-TZVPD basis).

The charge is 0. The value obtained for the gap between HOMO and LUMO (alpha / beta) is 0.242 / 0.267 Eh. As for the lowest unoccupied orbital energy (alpha / beta): -0.0027 / 0.0043 Eh. The relative energy (zero: lowest compared OMol25 entry of this formula, charge and spin) is 40.0 kcal/mol. The calculation puts the highest occupied orbital energy (alpha / beta) at -6.656 / -7.142 eV. Its spin multiplicity is 2.

Atoms and positions in Å:
Re -0.1580 0.2096 0.4254
I 5.0301 4.0238 4.9967
I 3.0702 -1.5248 3.8188
P -0.8772 0.6444 -2.0326
O 1.4131 0.1647 1.7688
O -1.0289 2.6786 -0.9021
O -2.8406 3.8413 -0.2793
N -4.2542 0.0692 1.7897
N -0.2731 2.2915 1.5381
N 0.5083 -1.3194 0.0469
N -2.2949 0.1579 0.8187
N -0.3958 0.5866 3.8845
C 2.1115 1.0015 2.4859
C 3.8369 1.3680 4.1756
C -0.7744 -3.6775 1.2780
C 2.8619 2.0277 -4.4226
C 3.4112 -3.5923 0.3631
C 3.4860 -1.4803 -0.8722
C -3.9572 3.1933 -4.4292
C -1.9241 -3.5880 -3.7585
C -3.3197 2.1180 -5.0380
C -0.2483 -0.1678 4.9746
C -1.2835 -1.0245 -2.7821
C -2.9916 0.5132 1.8796
C 2.0311 2.3910 2.3250
C 1.5075 -4.6022 1.3727
C -0.3226 -2.0296 -2.8762
C 2.4847 2.6612 -3.2473
C 2.8592 -4.6316 1.0818
C 2.6714 -2.4787 -0.0449
C -2.7328 2.7447 -2.4208
C 0.7071 -3.5396 0.9741
C 3.0078 0.5242 3.4583
C -1.6480 -3.5359 0.0365
C 3.4894 -0.0092 -0.4698
C 2.8596 3.2446 3.0396
C 3.7709 2.7378 3.9504
C 1.0478 2.9257 1.3367
C -0.8974 1.6115 6.4116
C -0.7357 1.8575 4.0410
C -0.6258 -3.2862 -3.3767
C 1.3053 -2.4544 0.2993
C -4.3831 -0.6232 0.6116
C -0.4804 0.2952 6.2570
C -2.2122 3.1578 -1.0790
C 3.1990 -1.6194 -2.3696
C 2.1048 0.9677 -4.8945
C -2.9100 -2.6210 -3.6244
C -1.0209 2.4085 5.2908
C -2.4262 1.3332 -4.3255
C -3.1671 -0.5563 0.0205
C 0.9900 0.5344 -4.1891
C -3.6632 3.5058 -3.1129
C 1.3753 2.2251 -2.5413
C -2.5907 -1.3565 -3.1490
C 0.6203 1.1429 -2.9914
C -1.2235 -2.7858 2.4410
C -2.1332 1.6306 -2.9967
C -0.8126 2.7636 2.8298
H -1.1097 2.0118 7.3946
H 0.4110 -0.2838 -4.5922
H -4.1148 4.3530 -2.6139
H 4.4660 -3.6213 0.1203
H 3.8431 0.1247 0.5519
H 2.3143 -1.0506 -2.6493
H -3.5235 1.8846 -6.0751
H -5.3026 -1.0877 0.3078
H -4.9701 0.2172 2.4791
H 1.3559 2.7389 0.3060
H 3.0638 -2.6613 -2.6655
H 1.0796 2.7359 -1.6378
H 4.0292 -1.2036 -2.9440
H 2.5046 0.4456 -0.5536
H 4.1623 0.5295 -1.1420
H -0.8596 2.6755 0.7847
H -0.8968 -4.7101 1.6157
H -2.6812 -3.8008 0.2735
H 2.7800 4.3137 2.8830
H 3.7334 2.3633 -4.9695
H -1.9629 0.4869 -4.8153
H -0.3360 -0.3545 7.1086
H -1.6335 -2.5223 -0.3504
H -1.3157 3.4474 5.3741
H 0.1541 -4.0337 -3.4505
H 2.3770 0.4709 -5.8170
H -3.3792 -0.6169 -3.0755
H -2.3111 -2.8328 2.5548
H -4.6604 3.7949 -4.9900
H 3.4749 -5.4602 1.4072
H 1.0515 -5.4220 1.9144
H 3.0544 3.5035 -2.8758
H -1.3019 -4.1940 -0.7605
H 4.5174 0.9607 4.9097
H 0.9579 4.0104 1.4596
H -2.1680 -4.5685 -4.1458
H -2.6414 1.0732 2.7167
H -3.9319 -2.8438 -3.9041
H -2.8600 -0.9767 -0.9135
H -0.7719 -3.1245 3.3751
H -0.9412 -1.7444 2.2913
H 4.5143 -1.8193 -0.7276
H 0.6837 -1.8366 -2.5336
H -0.2483 3.6575 3.1125
H -1.8383 3.1085 2.6657
H 0.0780 -1.1864 4.7998

Forces on atoms 1 to 6 (eV/Å):
-0.376 1.068 -0.298
0.043 0.057 0.060
0.053 -0.075 -0.091
0.239 -0.453 -0.370
0.196 -0.115 0.149
0.030 0.382 0.111

Entry from OMol25: C47H46I2N5O3PRe as an isolated structure at a distorted geometry (the ωB97M-V functional and the def2-TZVPD basis).

The charge is 0. The value obtained for the gap between HOMO and LUMO (alpha / beta) is 0.246 / 0.240 Eh. As for the lowest unoccupied orbital energy (alpha / beta): -0.0263 / -0.0142 Eh. The relative energy (zero: lowest compared OMol25 entry of this formula, charge and spin) is 29.1 kcal/mol. The calculation puts the highest occupied orbital energy (alpha / beta) at -7.404 / -6.905 eV. Its spin multiplicity is 2.

Atoms and positions in Å:
Re -0.3273 -0.5348 0.1829
I -3.9261 -6.1437 3.7738
I -1.4168 -0.6837 4.4830
P -1.1550 1.8367 -0.0132
O -3.8247 -0.1752 -2.2854
O -1.8577 0.6248 -1.6038
O -2.0216 -0.7095 1.4326
N 1.4588 -0.2993 0.0156
N 0.1463 -2.6311 0.8902
N 0.1442 1.0125 -4.2431
N 0.0131 -0.8123 -3.0240
N -1.8259 -2.2175 -0.9836
C -1.8116 3.1023 3.7797
C -0.9253 -3.3512 -1.1537
C 3.4264 -0.7923 -1.2077
C -1.7761 2.4123 2.5844
C 1.4571 4.2217 -2.9513
C -5.2579 3.7215 -0.9907
C 5.4652 0.3808 -0.6947
C 0.7587 -4.1195 2.6536
C 0.6566 -2.8573 2.1069
C -2.4496 -1.8351 1.8971
C -0.0371 3.8494 1.7840
C 2.7633 -0.1901 -0.0757
C -0.0673 4.5435 2.9832
C 3.5960 0.5228 0.8505
C 0.3255 -5.2090 1.9112
C 3.8123 -0.3279 3.1257
C 2.0388 3.5136 -1.9110
C 0.0809 4.2024 -3.1112
C -2.7654 -3.3274 3.8185
C 2.7240 -1.8996 -1.9507
C -3.4414 -4.0362 1.6201
C 3.2500 0.8323 2.2906
C -3.1751 3.8371 0.2197
C -3.3207 -4.2751 2.9780
C -0.1974 -4.9752 0.6494
C -3.1334 0.6763 -1.7470
C -3.6796 1.9399 -1.1595
C -4.9042 2.4870 -1.5051
C -0.8844 0.2745 -4.7553
C 3.0983 -1.9860 -3.4286
C 4.8996 0.8147 0.4894
C 1.2471 2.8031 -1.0267
C 4.7294 -0.4717 -1.5025
C -0.1345 2.7743 -1.1904
C -0.9544 4.1738 3.9802
C -3.1146 -2.5943 -0.4078
C -4.3905 4.3933 -0.1402
C -0.9452 -0.8511 -3.9911
C 3.0660 -3.2164 -1.2396
C 0.6483 0.3179 -3.2028
C -3.0170 -2.8437 1.0726
C -0.8895 2.7733 1.5741
C -2.3569 -2.1323 3.2726
C -0.7110 3.4725 -2.2418
C -2.8129 2.5914 -0.2864
C -0.2914 -3.6784 0.1706
C 1.7927 1.0783 2.6460
H 4.8954 -0.3753 3.0300
H 3.3992 -1.2736 2.7802
H 3.0082 -1.0106 -3.8982
H -6.2013 4.1745 -1.2597
H -0.3880 4.7661 -3.9058
H -0.1505 -3.0422 -1.8633
H -1.4446 -4.2389 -1.5471
H -0.5506 -5.7958 0.0454
H 1.1634 -4.2438 3.6454
H 4.1109 -2.3571 -3.5704
H 5.5144 1.3759 1.1782
H -4.6597 5.3704 0.2367
H -3.8178 -1.7790 -0.6083
H 2.5347 -4.0530 -1.6909
H -3.8604 -4.7954 0.9769
H 0.9732 -1.9861 2.6651
H 1.6761 1.1352 3.7258
H 6.4862 0.6236 -0.9461
H 3.5576 -0.1966 4.1758
H 5.2043 -0.9209 -2.3597
H -1.9894 -1.7487 -1.8733
H -1.4669 0.5878 -5.5963
H 2.7823 -3.1558 -0.1913
H -2.4588 1.5949 2.3966
H -3.5053 -3.5004 -0.9026
H -2.5147 4.3906 0.8701
H 1.4419 2.0131 2.2226
H -5.5427 1.9528 -2.1936
H 3.8089 1.7340 2.5653
H 0.3760 -6.2084 2.3119
H 1.6921 2.2479 -0.2148
H 2.4221 -2.6705 -3.9345
H -1.6304 -1.6711 -4.0956
H 2.0692 4.7818 -3.6432
H 3.1108 3.5230 -1.7814
H 1.4716 0.6631 -2.6112
H 0.5969 5.3853 3.1340
H -0.9785 4.7201 4.9116
H 4.1377 -3.4067 -1.2980
H 0.4342 1.9297 -4.5411
H 1.6466 -1.7290 -1.8784
H -2.6425 -3.5200 4.8743
H -1.7816 3.4474 -2.3836
H 0.6438 4.1574 1.0027
H -2.5190 2.8173 4.5436
H 1.1461 0.2802 2.2846

Forces on atoms 1 to 6 (eV/Å):
2.463 -0.479 0.913
0.143 0.412 -0.189
-0.166 -0.350 -0.082
0.509 0.237 0.083
-0.385 -0.275 -0.155
-0.423 -0.091 -0.497